Entry from the OMol25 dataset: a molecular structure, C29H44Br2N2O4 (ωB97M-V/def2-TZVPD).

## Properties
HOMO-LUMO gap: 8.01 eV
HOMO level: -8.62 eV
Lowest unoccupied orbital energy: -0.6 eV
Energy: -6689.81328 Eh

ORCA input file:
```
! RIJCOSX wB97M-V def2-TZVPD def2/J DEFGRID3
* xyz 0 1
Br -1.35704 3.22967 -4.61598
Br 0.59260 1.31921 -2.91727
O 6.67288 4.04415 -3.09658
O -3.15938 -1.78418 4.64658
O -6.20356 -6.95401 2.62111
O 4.52368 2.77407 -0.27380
N -4.34149 -1.46965 0.48818
N -3.22655 -0.32974 -2.09808
C 5.81923 3.70003 -3.88850
C -2.76926 0.03995 -0.84230
C 5.48236 3.49700 -0.08984
C -3.31632 -0.52694 0.40294
C 1.99533 -2.49863 0.01267
C -4.72534 -1.81771 -0.76919
C -2.72304 -0.01217 1.70965
C -1.10207 1.54471 0.44107
C -2.63717 -2.86469 4.83079
C -1.14834 -3.05194 4.69222
C -5.06669 -5.15810 1.56149
C -1.18747 1.67048 -2.16763
C -4.19136 -1.27798 -2.04280
C -7.31344 -6.08233 0.71021
C 6.88601 3.00814 -0.31437
C -1.66471 0.96329 1.72532
C 0.04410 2.58878 0.60192
C 3.00690 -0.04880 0.13602
C 4.59459 4.54151 -4.13550
C -2.02005 2.46728 -2.91609
C 1.76247 0.57499 0.95455
C -3.48260 2.81054 -2.49914
C -3.45655 -4.06916 5.20302
C 1.50533 2.02533 0.37782
C 5.94238 2.41410 -4.66274
C -1.67346 1.08569 -0.80752
C 5.31198 4.92105 0.37136
C 2.45907 -1.21793 -0.80199
C -6.19503 -6.14408 1.71940
H -4.33267 -5.31414 2.35199
H 1.59570 -0.87440 -1.43610
H 2.20030 2.71928 0.94111
H 1.82772 2.12356 -0.69648
H -3.79551 3.75597 -3.00745
H -0.93654 -3.78146 3.90807
H 2.79616 -2.87325 0.70962
H 4.55793 4.84654 -5.18303
H -4.57706 -5.31014 0.59736
H -0.72551 -3.38643 5.64144
H -3.11696 -0.39326 2.71009
H 5.10370 1.75634 -4.42647
H -6.92161 -6.27011 -0.29147
H 3.69676 3.97674 -3.87618
H -5.44754 -4.13731 1.63848
H 1.08764 -2.26905 0.64284
H -3.33948 -4.83311 4.43230
H -0.13103 3.38863 -0.17880
H 5.96510 2.62522 -5.73359
H -7.79546 -5.10343 0.74840
H -0.09832 3.09856 1.59981
H 3.77802 -0.44808 0.84875
H 6.85818 1.96901 -0.64467
H -3.14789 -4.45955 6.17451
H 1.79160 -3.31777 -0.73157
H 4.24958 5.13767 0.49176
H 2.11338 0.62022 2.02624
H -4.13911 1.98858 -2.91838
H -4.50685 -3.78198 5.26049
H -3.58232 2.83161 -1.38350
H 7.45582 3.06442 0.61608
H -0.68834 -2.10145 4.41944
H -4.61293 -1.66699 -3.00377
H 4.63828 5.43512 -3.51195
H 6.86991 1.91242 -4.38507
H -5.55120 -2.57817 -0.84745
H -8.05444 -6.84682 0.94519
H 3.26284 -1.55500 -1.52291
H 5.80978 5.06313 1.33258
H 7.36504 3.60805 -1.08645
H 0.92363 -0.14963 0.80427
H 3.44653 0.70881 -0.57362
H -1.25806 1.30582 2.70347
H 5.72727 5.60383 -0.37240
*
```

***

Entry from the OMol25 dataset: 2 unconnected molecules or ions with the total composition C9H14 (ωB97M-V/def2-TZVPD).

## Properties
HOMO-LUMO gap: 10.03 eV
SMILES string: Cc1ccccc1.CC
HOMO level: -8.99 eV
Lowest unoccupied orbital energy: 1.0 eV
Relative energy (zero: lowest compared OMol25 entry of this formula, charge and spin): 6.7 kcal/mol
Energy: -351.31953 Eh

ORCA input file:
```
! RIJCOSX wB97M-V def2-TZVPD def2/J DEFGRID3
* xyz 0 1
C 0.50752 -0.42798 -1.62275
C -0.22015 -0.13716 -0.46582
C 0.92493 -1.93375 0.66867
C 0.32372 0.45654 -2.84096
C 1.64642 -2.20684 -0.48500
C 0.00996 -0.88564 0.67437
C 1.44161 -1.45664 -1.63308
C -1.71563 3.14191 2.10677
C -1.82843 1.77402 2.79223
H -0.41828 -0.62745 1.63654
H -0.79961 3.20673 1.51939
H -0.92047 1.19157 2.66928
H -1.75644 3.94311 2.84650
H 1.93111 -1.68972 -2.56676
H -2.64267 1.19670 2.33894
H -0.01662 1.44556 -2.53704
H -0.94183 0.67435 -0.46736
H -2.55776 3.28952 1.43380
H 1.02503 -2.55961 1.54250
H 2.36870 -3.00555 -0.42930
H -0.45722 0.03073 -3.47601
H 1.22251 0.54839 -3.44545
H -2.07030 1.82567 3.84969
*
```

***

Entry from the OMol25 dataset: C18H22N2O5S in the gas phase (ωB97M-V/def2-TZVPD).

## Properties
HOMO-LUMO gap: 8.88 eV
SMILES string: COc1cccc(NC(=O)COc2ccc(S(=O)(=O)NC(C)C)cc2)c1
HOMO level: -8.41 eV
Lowest unoccupied orbital energy: 0.5 eV
Relative energy (zero: lowest compared OMol25 entry of this formula, charge and spin): 22.0 kcal/mol
Energy: -1583.00559 Eh

ORCA input file:
```
! RIJCOSX wB97M-V def2-TZVPD def2/J DEFGRID3
* xyz 0 1
S -3.28997 1.44128 0.24843
O 4.60057 3.03395 -0.56438
O -3.29218 1.54746 1.68163
O -3.12342 2.63538 -0.52658
O 2.79961 -3.07411 1.27817
O 0.68431 -2.53540 -1.54480
N 2.80137 -1.42555 -0.31302
N -4.67071 0.70290 -0.32683
C 5.26951 1.59798 1.15344
C 3.81851 3.32280 -1.69780
C 4.41222 -0.64215 1.35288
C 4.49205 1.80767 0.01165
C -1.37902 -0.48682 0.71039
C -0.22142 -1.65048 -1.03825
C -0.44600 -1.43352 0.31855
C -2.07378 0.23190 -0.23889
C -5.97844 -1.34196 -0.40714
C 5.22144 0.38666 1.80862
C -1.85852 0.02470 -1.58956
C 2.41882 -2.60189 0.23145
C 1.40789 -3.35483 -0.65273
C -5.22540 -0.36217 0.49026
C 3.68047 0.78347 -0.45464
C -6.10962 0.17744 1.61153
C -0.93353 -0.91451 -1.99126
C 3.64292 -0.43758 0.21747
H 4.05630 4.35121 -1.96445
H -6.83933 -0.85273 -0.85643
H -6.96786 0.70200 1.19505
H 0.74416 -3.93865 -0.00530
H -4.35576 -0.86491 0.92775
H -6.46777 -0.63666 2.23626
H -6.32358 -2.19192 0.17490
H -1.56765 -0.28940 1.75380
H 4.37260 -1.58574 1.86845
H -5.35200 1.37733 -0.64100
H -0.73826 -1.10298 -3.03516
H 4.06935 2.66627 -2.53767
H -5.32746 -1.69720 -1.20127
H 0.10042 -1.97947 1.07098
H 5.89566 2.40331 1.50121
H 2.74847 3.24525 -1.47950
H 1.96426 -4.04997 -1.28931
H 5.82334 0.23376 2.69110
H 3.06545 0.91427 -1.33275
H -2.41533 0.61135 -2.30154
H 2.37099 -1.18600 -1.19826
H -5.53442 0.86705 2.22389
*
```

***

Entry from the OMol25 dataset: 9 unconnected molecules or ions with the total composition C44H115N9O13 (ωB97M-V/def2-TZVPD).

## Properties
HOMO-LUMO gap: 8.82 eV
SMILES string: COC[C@H](C)N.COC[C@H](C)N.COC[C@H](C)N.COC[C@H](C)N.COC[C@H](C)N.COCCNCCOC.COCCNCCOC.COCCNCCOC.COCCNCCOC
HOMO level: -8.34 eV
Lowest unoccupied orbital energy: 0.5 eV
Relative energy (zero: lowest compared OMol25 entry of this formula, charge and spin): 0.0 kcal/mol
Energy: -3216.07101 Eh

ORCA input file:
```
! RIJCOSX wB97M-V def2-TZVPD def2/J DEFGRID3
* xyz 0 1
O 3.25344 -1.54289 4.41929
O 2.30246 5.26828 -3.05279
O 0.38563 -5.96063 1.96480
O -3.05246 -7.65863 -0.42849
O -1.92895 2.87935 -7.05650
O 4.65738 0.27530 -2.17820
O 0.71549 -2.44955 -3.70956
O -2.83696 2.43176 -0.71691
O -0.32514 -0.69690 0.79048
O 4.22311 6.09727 1.05635
O 0.76992 -1.67369 8.50837
O -4.07235 -1.59812 -0.92314
O -7.59274 3.15863 1.42760
N -0.55423 -6.73169 -1.09153
N 4.55216 4.71383 -1.41829
N 2.58245 -0.27114 -4.33018
N -2.82561 2.88583 2.90836
N 1.50482 2.04406 -6.11295
N 2.57606 -1.76854 -1.11645
N 0.07873 -3.66259 6.53794
N 5.35067 -0.62972 6.21359
N -6.24498 0.63018 1.00243
C -0.24520 -4.94728 2.68476
C 1.30268 -2.21921 -4.98489
C 5.35210 5.29611 0.79612
C 4.06180 3.73805 -2.34657
C -4.00505 -2.96374 -1.23208
C -0.01674 -1.31022 7.36200
C -8.24613 2.04307 0.87305
C -7.12604 4.08315 0.47202
C 4.92342 4.19628 -0.12832
C 3.95063 -0.15852 6.22885
C -2.51537 4.06060 -7.50274
C 1.68901 -0.80206 -0.46245
C -3.24756 3.10218 1.51248
C 1.26947 0.30519 -1.43268
C -0.44574 -5.50161 -0.29611
C -1.64198 -6.67752 -2.04878
C 1.19310 -0.54562 9.23320
C -3.31067 4.55358 1.11862
C 2.83855 -1.79381 3.09285
C -3.04656 -6.68000 -1.43600
C -7.29896 1.12190 0.14036
C 0.73647 -5.56164 0.64010
C 3.40379 -0.22107 4.83278
C -5.04061 0.19985 0.30659
C 3.92052 1.26017 6.76090
C 4.48226 7.16798 1.92707
C -2.36115 2.26779 0.61503
C -0.56008 -1.87843 5.04650
C -1.44271 -1.37939 1.36009
C 0.52584 -1.58830 0.09972
C 3.82850 0.47005 -4.41728
C 0.31803 -2.26227 6.23213
C 1.25354 4.61476 -2.36962
C -5.21098 -1.23476 -0.16999
C -0.55024 3.01797 -6.87624
C 0.06157 1.78742 -6.23404
C 2.66863 -1.65600 -4.73272
C 5.71132 -0.02496 -1.30147
C 4.94914 -0.02317 -3.51833
C 3.31922 4.40104 -3.49427
C -0.65235 -2.74353 -3.76460
C -4.30483 -7.85929 0.19163
C -0.46386 1.64082 -4.80092
C -2.06882 1.65561 -1.61925
H -1.26971 -4.74335 2.32793
H -4.33615 -8.91342 0.47573
H 1.29273 -1.96907 5.84180
H 0.68646 -3.94007 7.30559
H 4.04717 4.97708 -4.06727
H 4.96089 7.98574 1.38457
H 4.67393 1.85359 6.24419
H -3.25982 -5.68664 -1.01404
H -0.17332 2.55876 -4.28491
H -0.36015 -2.48475 4.16400
H 0.29181 -3.99256 2.58897
H 3.33388 -0.84516 6.82713
H -5.12393 -7.71788 -0.51986
H -1.49319 -5.81269 -2.70019
H -0.24927 3.90414 -6.29805
H -3.86390 -3.57373 -0.32661
H 5.45713 -1.42792 5.59688
H 0.30305 5.06163 -2.68166
H 0.77576 1.12161 -0.90089
H -1.35321 2.71839 0.64379
H 2.19634 -0.30978 0.37293
H -8.78785 1.50508 1.64831
H 5.59351 -0.96854 7.13824
H -5.36778 -1.86370 0.71963
H 1.50108 -6.20749 0.21222
H 3.52977 7.44879 2.37890
H 1.21320 -4.57935 0.77141
H -1.89705 3.25175 3.06494
H -1.68948 0.73786 -1.15007
H 2.93868 1.70383 6.56536
H -1.05730 -2.27294 1.86223
H -0.07350 3.15774 -7.86859
H 4.00388 0.37026 4.11497
H -4.83424 0.85559 -0.54936
H 5.37147 0.19505 -0.29401
H -2.33808 5.06405 1.16935
H 1.90531 2.11863 -7.04612
H -7.90995 4.44620 -0.19749
H -3.59283 3.95213 -7.61777
H 1.36977 4.69951 -1.28841
H -1.62697 -1.86828 5.28950
H -8.98312 2.36029 0.11778
H 1.66401 -0.83909 10.17277
H 1.13947 3.57578 -2.70824
H 4.07658 3.68623 0.36268
H -0.03405 0.75789 -4.33044
H -0.39990 -4.64151 -0.97691
H -3.12526 -3.08564 -1.86546
H -1.22372 2.27365 -1.93173
H -4.26404 2.69260 1.45906
H 6.00022 -1.08480 -1.36927
H 1.28268 -3.13094 -5.59527
H -4.89370 -3.34792 -1.74694
H -1.37964 -5.32614 0.25868
H -3.59409 4.66456 0.06753
H -6.91314 1.59689 -0.77993
H 2.52042 -2.82997 3.04600
H -5.99793 1.28166 1.73359
H 1.98257 -1.16876 2.79155
H 1.91014 1.20025 -5.70006
H -3.78257 -6.94032 -2.20579
H -6.11627 -1.36936 -0.78016
H 3.57590 1.49800 -4.13956
H 6.62817 0.52454 -1.55106
H -1.89140 -0.72111 2.10009
H -4.40456 -7.24308 1.08643
H -0.88517 -3.37047 -4.63717
H -0.33663 -0.86621 4.68238
H 5.05535 -1.11364 -3.65890
H 0.69693 -1.47532 -5.52524
H 2.06557 -2.35381 -1.76711
H -2.71274 1.27537 -2.41205
H -6.75251 4.93460 1.04748
H -0.99179 -3.26074 -2.86712
H -3.97566 5.15668 1.73757
H 0.62913 -0.06554 -2.23549
H -2.16432 4.29309 -8.52658
H 5.76078 4.81709 1.69923
H -3.50142 3.24203 3.56525
H 2.20127 -0.20125 -3.39491
H -0.25406 0.90962 -6.81575
H -1.59306 -7.56027 -2.69443
H 0.14499 -0.26452 7.09154
H 4.18024 0.52628 -5.45131
H 5.76826 3.51355 -0.26433
H 6.15706 5.90820 0.36753
H 3.69224 -1.50763 2.46860
H 0.90974 -2.33203 0.80869
H 3.97605 5.54270 -1.38473
H -0.85441 -3.72198 6.94140
H -7.84590 0.25800 -0.26161
H 1.86582 0.08747 8.64766
H -2.11802 -1.63743 0.54199
H -2.29899 4.93157 -6.87597
H -1.55286 1.58893 -4.76565
H -4.17401 0.19705 0.96369
H -1.27993 -1.84330 -3.86541
H -0.01742 -2.11221 -0.70479
H -0.36549 -5.24382 3.72434
H -0.77412 -7.46533 -0.42296
H 5.91513 0.36911 -3.87266
H 2.89062 3.60958 -4.12379
H 2.43859 0.32572 4.81064
H 3.34299 3.07840 -1.82285
H 3.25638 -1.69835 -5.65971
H 4.88677 3.13244 -2.73355
H -1.05197 -1.46753 7.69873
H 5.08972 6.87340 2.79391
H 3.31122 -1.26564 -1.60221
H -2.35033 1.20822 0.84577
H 3.19566 -2.36163 -4.07092
H 2.18740 0.74723 -1.82913
H -6.25116 3.71326 -0.07399
H 4.10999 1.31301 7.83203
H 0.33246 0.05071 9.58158
*
```

***

Entry from the OMol25 dataset: C2H4NOP in the gas phase (ωB97M-V/def2-TZVPD).

## Properties
HOMO-LUMO gap: 10.34 eV
SMILES string: C1=NOPC1
HOMO level: -9.52 eV
Lowest unoccupied orbital energy: 0.8 eV
Relative energy (zero: lowest compared OMol25 entry of this formula, charge and spin): 47.0 kcal/mol
Energy: -549.86568 Eh

ORCA input file:
```
! RIJCOSX wB97M-V def2-TZVPD def2/J DEFGRID3
* xyz 0 1
P -1.72094 0.98209 -0.06151
O -2.29033 -0.59792 -0.04556
N -1.38148 -1.54345 0.06325
C 0.07376 0.21603 -0.40848
C -0.21342 -1.21396 -0.16505
H -1.56967 1.04734 1.46618
H 0.33151 0.51997 -1.33001
H 0.66964 0.49484 0.41936
H 0.44368 -2.06583 -0.08161
*
```

***

Entry from the OMol25 dataset: 2 unconnected molecules or ions with the total composition C4H5F (ωB97M-V/def2-TZVPD).

## Properties
HOMO-LUMO gap: 9.67 eV
HOMO level: -10.35 eV
Lowest unoccupied orbital energy: -0.7 eV
Relative energy (zero: lowest compared OMol25 entry of this formula, charge and spin): 97.6 kcal/mol
Energy: -255.07652 Eh

ORCA input file:
```
! RIJCOSX wB97M-V def2-TZVPD def2/J DEFGRID3
* xyz 0 1
F 1.68229 -0.11585 -0.19985
C -0.81500 0.99304 1.84150
C -0.74762 2.08991 1.06169
C 0.53953 -0.85158 -0.47591
C 0.48164 -1.99703 -1.07793
H -0.76087 3.09532 1.59018
H -0.85237 2.05583 0.04613
H -0.27592 -0.33932 -0.06205
H 1.23374 -2.60991 -1.51790
H -0.48542 -2.32042 -1.20586
*
```